(one)
13
Properties=species:S:1:pos:R:3 method="wB97M-V/def2-TZVPD" e_lumo_ev=-1.5 smiles="[H]/N=C(/O)c1ncnoc1=O" homo_ev=-10.54 homo_lumo_gap_ha=0.333 spin_multiplicity=1
O 0.095 0.272 2.288
C -0.545 0.089 1.292
O -1.877 0.354 1.308
N -2.635 0.506 0.177
C -2.026 0.377 -0.944
N -0.691 0.073 -1.114
C -0.011 -0.215 -0.066
C 1.424 -0.618 -0.270
N 2.285 0.111 -0.876
H -2.649 0.451 -1.836
O 1.931 -1.350 0.705
H 1.842 0.793 -1.488
H 2.858 -0.844 0.823

***

(two)
13
Properties=species:S:1:pos:R:3 method="wB97M-V/def2-TZVPD" e_lumo_ev="-0.9 / -2.9" homo_ev="-11.56 / -8.59" homo_lumo_gap_ha="0.391 / 0.211" spin_multiplicity=1
C 2.661 -0.301 -0.304
C -0.496 1.551 -0.009
C 1.200 -0.248 -0.666
C 0.367 0.489 0.271
N 3.755 -0.528 -0.049
N -1.136 2.495 -0.108
N -2.897 -1.144 -0.244
O -1.704 -0.921 -0.277
O -3.737 -0.502 0.261
O 0.499 -0.008 1.508
H 0.630 -1.182 -0.584
H 1.203 0.136 -1.733
H -0.346 0.163 1.935

***

Stability summary - winner: (one); margin: 0.1225 hartree.

***

(one)
11
Properties=species:S:1:pos:R:3 method="wB97M-V/def2-TZVPD" e_lumo_ev=-2.4 homo_ev=-9.36 homo_lumo_gap_ha=0.257 spin_multiplicity=1
C 1.122 0.635 0.121
C 0.081 -0.381 0.231
C -1.405 0.197 0.069
C -2.437 -0.744 -0.181
H 2.494 -1.310 -0.503
H 1.286 1.157 1.103
H 0.784 1.683 -0.748
N -3.373 -1.379 -0.010
O 0.256 -1.610 0.041
S 2.775 0.018 -0.085
S -1.583 1.733 -0.038

***

(two)
11
Properties=species:S:1:pos:R:3 method="wB97M-V/def2-TZVPD" e_lumo_ev=-1.6 smiles="C#CC(=S)C(=O)NS" homo_ev=-9.39 homo_lumo_gap_ha=0.287 spin_multiplicity=1
C 0.892 -0.039 0.671
C 0.290 0.994 -0.010
C -0.113 0.714 -1.362
C -0.669 0.551 -2.417
H -1.290 -1.900 0.351
H 0.988 -1.450 2.123
H -0.998 0.840 -3.484
N 0.172 -0.675 1.865
O 2.061 -0.354 0.130
S -1.537 -1.221 1.551
S 0.205 2.540 0.583

***

Stability summary - winner: (one); margin: 0.0590 hartree.

***

(one)
9
Properties=species:S:1:pos:R:3 method="wB97M-V/def2-TZVPD" e_lumo_ev=1.1 smiles="C=C=C1C=C1" homo_ev=-8.19 homo_lumo_gap_ha=0.340 spin_multiplicity=1
C 1.905 0.486 -0.069
C 1.382 -0.715 0.036
C 0.473 0.376 0.186
C -0.751 0.253 -0.100
C -2.042 0.125 0.024
H 2.701 1.165 -0.250
H 1.544 -1.765 0.020
H -2.540 0.127 0.984
H -2.672 -0.053 -0.831

***

(two)
9
Properties=species:S:1:pos:R:3 method="wB97M-V/def2-TZVPD" e_lumo_ev=-0.4 homo_ev=-9.18 homo_lumo_gap_ha=0.323 spin_multiplicity=1
C 1.447 -0.695 0.039
C 0.255 0.221 -0.099
C -0.979 0.437 0.010
C -2.267 0.680 0.120
C -3.505 0.892 0.215
H 2.270 -0.273 0.625
H 1.836 -1.057 -0.921
H 1.102 -1.585 0.588
H -0.159 1.380 -0.577

***

Stability summary - winner: (one); margin: 0.0623 hartree.

***

(one)
9
Properties=species:S:1:pos:R:3 method="wB97M-V/def2-TZVPD" e_lumo_ev=0.8 homo_ev=-9.56 homo_lumo_gap_ha=0.382 spin_multiplicity=1
C -1.422 -0.217 0.109
C -1.021 1.111 -1.015
C 0.031 0.615 -0.509
C 1.326 0.256 -0.139
C 2.451 -0.050 0.170
H -0.763 -0.821 0.747
H -1.944 -0.894 -0.565
H -2.108 0.318 0.764
H 3.450 -0.318 0.438

***

(two)
9
Properties=species:S:1:pos:R:3 method="wB97M-V/def2-TZVPD" e_lumo_ev=0.1 homo_ev=-8.99 homo_lumo_gap_ha=0.334 spin_multiplicity=1
C -0.038 -0.559 0.158
C 1.062 -0.179 -0.360
C 0.281 0.600 -1.051
C -1.246 -1.139 0.324
C 1.223 -0.547 1.047
H -1.681 -1.096 -0.668
H -1.064 -1.982 1.252
H 1.345 0.013 1.890
H 1.265 -1.630 1.291

***

(three)
9
Properties=species:S:1:pos:R:3 method="wB97M-V/def2-TZVPD" e_lumo_ev=1.0 smiles=C#CCC#C homo_ev=-9.96 homo_lumo_gap_ha=0.403 spin_multiplicity=1
C 2.132 -0.704 0.059
C 1.254 0.117 -0.026
C 0.030 0.876 0.007
C -1.187 0.072 0.008
C -2.129 -0.662 0.015
H 2.965 -1.368 -0.164
H -0.153 1.706 -0.736
H -0.013 1.457 0.866
H -2.900 -1.494 -0.028

***

(four)
9
Properties=species:S:1:pos:R:3 method="wB97M-V/def2-TZVPD" e_lumo_ev=0.7 homo_ev=-9.70 homo_lumo_gap_ha=0.382 spin_multiplicity=1
C 1.673 -0.358 0.801
C 0.359 -0.199 0.193
C -0.725 -0.054 -0.315
C -1.960 0.184 -0.908
C -3.101 0.308 -1.448
H 1.763 0.270 1.692
H 2.460 -0.077 0.094
H 1.826 -1.400 1.094
H -2.295 1.325 -1.203

***

Stability summary - winner: (three); margin: 0.0407 hartree.

***

(one)
11
Properties=species:S:1:pos:R:3 method="wB97M-V/def2-TZVPD" e_lumo_ev=0.0 homo_ev=-8.58 homo_lumo_gap_ha=0.317 spin_multiplicity=1
C -0.829 0.105 -0.017
C 0.169 -1.344 -0.972
H -1.407 1.909 2.417
H 0.329 -2.335 -1.565
H 2.964 -0.441 -0.363
N -1.556 0.684 0.889
N -1.045 -1.098 -0.598
N 1.029 -0.293 -0.878
O -0.936 1.822 1.409
O 2.092 -0.734 -0.137
O 0.479 0.568 -0.079

***

(two)
11
Properties=species:S:1:pos:R:3 method="wB97M-V/def2-TZVPD" e_lumo_ev=0.2 homo_ev=-8.63 homo_lumo_gap_ha=0.324 spin_multiplicity=1
C -1.207 -0.181 0.035
C 0.620 0.894 0.053
H -3.017 0.448 -0.280
H 1.833 -2.248 0.695
H 1.542 2.638 -0.267
N -0.441 -1.132 0.238
N 0.842 -0.530 0.169
N 1.614 1.690 0.132
O -2.507 -0.288 -0.053
O 1.851 -1.494 -0.357
O -0.712 1.118 -0.145

***

Stability summary - winner: (two); margin: 0.0566 hartree.

***

(one)
10
Properties=species:S:1:pos:R:3 method="wB97M-V/def2-TZVPD" e_lumo_ev=1.0 smiles="C=CC=C" homo_ev=-8.74 homo_lumo_gap_ha=0.356 spin_multiplicity=1
C -1.533 -0.977 -0.057
C -0.456 -0.314 -0.487
C 0.524 0.200 0.450
C 1.464 1.092 0.112
H -1.562 -1.408 0.937
H -2.380 -1.160 -0.704
H -0.457 -0.018 -1.528
H 0.706 -0.439 1.308
H 2.034 1.485 0.949
H 1.882 1.257 -0.872

***

(two)
10
Properties=species:S:1:pos:R:3 method="wB97M-V/def2-TZVPD" e_lumo_ev="0.5 / 0.5" homo_ev="-7.52 / -7.51" homo_lumo_gap_ha="0.296 / 0.296" spin_multiplicity=1
C 0.876 0.057 -0.687
C -0.816 0.143 0.729
C 0.327 -0.741 0.435
C -0.658 -0.098 -0.677
H 1.285 1.121 -0.262
H 1.313 -0.458 -1.491
H -1.731 0.186 1.364
H 0.474 2.005 1.025
H 0.430 -1.741 0.938
H -1.500 -0.473 -1.374

***

(three)
10
Properties=species:S:1:pos:R:3 method="wB97M-V/def2-TZVPD" e_lumo_ev=1.0 smiles=CC#CC homo_ev=-9.32 homo_lumo_gap_ha=0.381 spin_multiplicity=1
C 1.606 -1.189 -0.114
C 0.603 -0.181 -0.309
C -0.418 0.405 -0.101
C -1.612 1.170 0.141
H 2.472 -0.714 0.345
H 1.790 -1.608 -1.089
H 1.217 -1.974 0.552
H -2.365 0.554 0.628
H -2.000 1.516 -0.807
H -1.322 1.998 0.774

***

(four)
10
Properties=species:S:1:pos:R:3 method="wB97M-V/def2-TZVPD" e_lumo_ev=1.2 smiles="C#C.C=C" homo_ev=-9.80 homo_lumo_gap_ha=0.404 spin_multiplicity=1
C 0.920 -0.373 0.691
C 0.859 -1.622 0.232
C -1.405 1.181 -0.089
C -1.128 1.682 -1.168
H 0.896 0.398 0.012
H 0.641 -0.130 1.649
H 0.982 -1.720 -0.902
H 0.887 -2.602 0.672
H -1.820 0.542 0.760
H -0.832 2.643 -1.856

***

Stability summary - winner: (three); margin: 0.0026 hartree.

***

(one)
12
Properties=species:S:1:pos:R:3 method="wB97M-V/def2-TZVPD" e_lumo_ev=1.2 smiles=FCC1CC1 homo_ev=-10.46 homo_lumo_gap_ha=0.429 spin_multiplicity=1
C 0.391 -1.324 -0.017
C -0.091 -0.078 -0.397
C -0.960 0.779 0.405
C 0.553 1.167 0.118
H 1.353 -1.537 -0.415
H 0.419 -1.577 0.997
H -0.310 0.171 -1.455
H -1.686 1.282 -0.197
H -1.376 0.446 1.322
H 0.789 1.954 -0.571
H 1.247 1.056 0.915
F -0.329 -2.340 -0.704

***

(two)
12
Properties=species:S:1:pos:R:3 method="wB97M-V/def2-TZVPD" e_lumo_ev=1.0 smiles="CC(C)=CF" homo_ev=-9.31 homo_lumo_gap_ha=0.380 spin_multiplicity=1
C -1.466 0.131 0.311
C -0.043 0.032 -0.114
C 1.016 -0.610 0.731
C 0.417 0.598 -1.176
H -1.982 -0.768 0.284
H -1.878 0.742 -0.567
H -1.693 0.483 1.304
H 1.784 0.146 1.092
H 0.614 -1.218 1.576
H 1.695 -1.245 0.213
H -0.091 1.207 -1.859
F 1.626 0.504 -1.795

***

Stability summary - winner: (two); margin: 0.0108 hartree.

***

(one)
14
Properties=species:S:1:pos:R:3 method="wB97M-V/def2-TZVPD" e_lumo_ev=4.1 homo_ev=-3.43 homo_lumo_gap_ha=0.278 spin_multiplicity=1 total_charge=-1
C -0.402 -0.850 0.024
O 0.664 -0.881 -0.857
C -1.456 0.246 -0.330
C -1.671 1.244 0.832
H 0.038 -0.673 1.023
H -0.966 -1.798 -0.009
H -2.413 -0.269 -0.417
H -1.026 0.699 -1.215
H -2.397 1.981 0.477
H -0.763 1.741 1.187
H -2.040 0.810 1.770
H 1.647 -0.573 -0.377
H 2.322 0.915 -0.153
O 2.584 0.082 0.206

***

(two)
14
Properties=species:S:1:pos:R:3 method="wB97M-V/def2-TZVPD" e_lumo_ev=3.0 homo_ev=-1.99 homo_lumo_gap_ha=0.185 spin_multiplicity=1 total_charge=-1
C 1.155 -0.587 -0.318
O 2.237 0.192 -0.423
C 0.552 -0.490 1.093
C 1.603 -0.908 2.174
H 1.340 -1.583 -0.790
H 0.236 -0.299 -0.944
H -0.336 -1.093 1.286
H 0.265 0.547 1.287
H 2.335 -0.160 2.404
H 2.215 -1.677 1.688
H 1.042 -1.297 3.027
H -4.331 2.220 -2.762
H -3.822 2.882 -4.010
O -4.490 2.253 -3.712

***

Stability summary - winner: (one); margin: 0.0285 hartree.